# 1
The following is a quantum chemistry calculation of 10 unconnected molecules or ions with the total composition C32H67NO29, from the Open Molecules 2025 dataset.

Summary:
E_tot   -3496.24511 Ha
Structure (SMILES)   COC(=O)OC.COC(=O)OC.COC(=O)OC.COC(=O)OC.COC(=O)OC.COC(=O)OC.COC(=O)OC.COC(=O)OC.COC(=O)OC.COCCNCCO
Kohn-Sham gap   9.164 eV

CARTESIAN COORDINATES (ANGSTROEM)
C: -2.097 -0.401 -3.864
O: -3.081 -0.902 -4.783
C: -3.044 -2.218 -4.951
O: -2.302 -2.986 -4.390
O: -3.978 -2.559 -5.841
C: -4.051 -3.962 -6.111
H: -2.261 0.671 -3.801
H: -2.214 -0.861 -2.888
H: -1.095 -0.610 -4.234
H: -4.287 -4.514 -5.203
H: -3.106 -4.323 -6.513
H: -4.845 -4.074 -6.842
C: 2.320 -5.241 5.510
O: 3.253 -4.868 4.484
C: 2.697 -4.255 3.445
O: 1.515 -4.044 3.310
O: 3.650 -3.922 2.579
C: 3.165 -3.245 1.409
H: 2.905 -5.753 6.267
H: 1.844 -4.356 5.929
H: 1.557 -5.909 5.118
H: 2.676 -2.312 1.686
H: 2.454 -3.873 0.873
H: 4.037 -3.039 0.794
C: -0.879 5.241 -5.618
O: 0.304 4.758 -4.969
C: 0.077 3.854 -4.018
O: -1.001 3.436 -3.684
O: 1.246 3.484 -3.497
C: 1.143 2.489 -2.468
H: -0.535 5.962 -6.353
H: -1.409 4.424 -6.103
H: -1.538 5.722 -4.898
H: 0.679 1.584 -2.855
H: 0.550 2.862 -1.634
H: 2.164 2.289 -2.159
C: 2.936 3.644 1.161
O: 3.202 2.934 2.376
C: 3.803 1.757 2.205
O: 4.132 1.281 1.148
O: 3.971 1.196 3.400
C: 4.615 -0.082 3.372
H: 2.453 4.566 1.466
H: 3.863 3.852 0.630
H: 2.277 3.061 0.520
H: 5.620 -0.001 2.963
H: 4.042 -0.787 2.774
H: 4.657 -0.409 4.406
C: 1.715 -8.805 9.032
O: 0.767 -9.532 8.243
C: 0.227 -8.830 7.249
O: 0.471 -7.680 6.983
O: -0.634 -9.608 6.598
C: -1.294 -8.964 5.500
H: 2.055 -9.504 9.789
H: 2.549 -8.474 8.416
H: 1.242 -7.939 9.493
H: -0.566 -8.646 4.755
H: -1.856 -8.099 5.848
H: -1.959 -9.715 5.085
C: -3.874 9.262 -7.801
O: -2.561 8.866 -7.381
C: -2.060 9.593 -6.385
O: -2.613 10.515 -5.840
O: -0.849 9.128 -6.091
C: -0.191 9.814 -5.018
H: -4.135 8.582 -8.605
H: -4.579 9.173 -6.977
H: -3.864 10.291 -8.157
H: -0.775 9.735 -4.103
H: -0.050 10.864 -5.270
H: 0.766 9.317 -4.904
C: 7.751 -4.917 1.925
O: 8.689 -3.866 1.661
C: 8.238 -2.928 0.831
O: 7.152 -2.909 0.311
O: 9.190 -2.010 0.672
C: 8.826 -0.934 -0.203
H: 8.259 -5.596 2.602
H: 6.849 -4.520 2.387
H: 7.486 -5.429 1.002
H: 7.955 -0.407 0.182
H: 8.603 -1.312 -1.199
H: 9.691 -0.279 -0.226
C: -7.213 15.492 -2.711
O: -6.167 14.518 -2.640
C: -5.441 14.412 -3.756
O: -5.609 15.054 -4.761
O: -4.512 13.482 -3.566
C: -3.651 13.260 -4.695
H: -7.703 15.459 -1.743
H: -6.800 16.482 -2.898
H: -7.915 15.243 -3.504
H: -3.124 14.179 -4.946
H: -4.229 12.924 -5.552
H: -2.961 12.483 -4.391
C: -1.451 -4.717 4.162
O: -1.940 -4.750 5.512
C: -2.415 -3.588 5.948
O: -2.480 -2.566 5.315
O: -2.816 -3.744 7.212
C: -3.356 -2.559 7.807
H: -1.109 -5.727 3.956
H: -2.259 -4.445 3.483
H: -0.624 -4.020 4.060
H: -4.228 -2.217 7.253
H: -2.609 -1.767 7.822
H: -3.632 -2.844 8.817
C: -2.785 -6.293 0.932
O: -1.909 -6.977 0.068
C: -1.535 -6.231 -1.082
C: -0.168 -5.569 -0.927
N: -0.110 -4.324 -0.174
C: -0.942 -3.237 -0.653
C: -0.313 -1.908 -0.260
O: -1.069 -0.799 -0.734
H: -2.999 -6.954 1.771
H: -2.353 -5.365 1.323
H: -3.727 -6.044 0.427
H: -2.306 -5.482 -1.303
H: -1.506 -6.926 -1.925
H: 0.256 -5.393 -1.921
H: 0.485 -6.289 -0.426
H: -0.242 -4.487 0.816
H: -1.974 -3.263 -0.259
H: -1.022 -3.298 -1.742
H: 0.671 -1.826 -0.722
H: -0.194 -1.858 0.829
H: -1.994 -0.945 -0.520

Forces on atoms 1 to 3 (eV/Å):
C 0.00 0.10 0.03
O 0.05 -0.05 -0.06
C -0.07 -0.02 0.06

---

# 2
The following is a quantum chemistry calculation of a molecular structure, C23H40ClMnN5 at a distorted geometry, from the Open Molecules 2025 dataset.

Summary:
Multiplicity   4
E_tot   -2785.21933 Ha
Kohn-Sham gap (alpha / beta)   1.290 / 3.611 eV
Charge   -2

CARTESIAN COORDINATES (ANGSTROEM)
Mn: -0.390 -0.083 0.598
Cl: 1.447 0.764 -0.397
C: 0.171 0.932 4.706
C: -0.148 0.582 2.501
N: 0.514 0.159 3.618
H: -1.180 2.682 4.762
N: -0.852 1.643 2.928
H: 0.529 0.823 5.720
C: 1.486 -0.949 3.654
C: 2.113 -0.987 5.031
C: 0.775 -2.273 3.357
H: 1.374 -1.213 5.808
H: 2.873 -1.775 5.046
H: 2.609 -0.038 5.269
H: 3.352 -1.462 2.741
H: 3.028 0.300 2.787
H: 0.184 -2.231 2.418
C: 2.577 -0.691 2.622
H: 0.121 -2.559 4.196
H: 1.553 -3.050 3.259
H: 2.196 -0.708 1.591
C: -0.697 1.859 4.262
C: -3.103 2.538 2.630
H: -3.168 2.613 3.747
H: -3.665 3.386 2.192
C: -1.650 2.588 2.125
H: -2.205 2.856 0.088
C: -1.079 3.985 2.373
H: -0.001 3.980 2.153
H: -3.599 1.586 2.322
H: -2.012 1.177 0.545
H: -1.228 4.334 3.404
H: -1.538 4.708 1.693
C: -1.551 2.176 0.671
H: -0.543 2.319 0.239
C: 0.753 -1.755 -4.348
N: 0.698 -1.768 -2.980
H: -0.123 -0.302 -5.750
N: -0.388 -0.057 -3.610
H: 1.250 -2.498 -4.928
C: 1.419 -2.811 -2.189
C: 1.471 -4.093 -3.011
C: 2.861 -2.363 -1.907
H: 2.138 -3.973 -3.877
H: 1.879 -4.919 -2.404
H: 0.473 -4.403 -3.362
H: 1.288 -3.681 -0.227
H: -0.268 -3.498 -1.053
H: 2.885 -1.303 -1.590
C: 0.701 -3.022 -0.881
H: 3.513 -2.539 -2.785
H: 3.258 -2.982 -1.078
H: 0.549 -2.060 -0.369
C: 0.076 -0.668 -4.758
C: -0.085 2.384 -3.520
H: 0.500 2.482 -4.452
H: -0.648 3.326 -3.369
C: -1.095 1.229 -3.642
H: -2.610 2.277 -2.553
C: -1.825 1.357 -4.977
H: -2.461 0.476 -5.170
H: 0.575 2.214 -2.654
H: -1.559 1.224 -1.531
H: -1.110 1.486 -5.805
H: -2.474 2.251 -4.941
C: -2.084 1.306 -2.500
H: -2.827 0.504 -2.599
C: 0.003 -0.726 -2.499
N: -3.034 -1.817 0.287
C: -1.991 -1.246 0.373

Forces on atoms 1 to 3 (eV/Å):
Mn 0.56 -0.31 -0.25
Cl 1.40 0.90 -0.05
C -0.31 0.56 0.79